ORCA calculation (the ωB97M-V functional and the def2-TZVPD basis) on a cluster of 10 separate species, C90H190N10O10 in total.

Properties
- HOMO: -7.98 eV
- E_LUMO: 0.322 eV
- Charge: 0

Each atom is followed by the atoms it is bonded to, with distances in Å.
Cartesian coordinates (Å):
1 H 5.0471 -0.8338 -2.5039  C41 1.096
2 H -0.3838 -7.1249 -1.4613  C63 1.088
3 C 1.9065 -2.3085 -4.7559  C126 1.536, H155 1.090, H255 1.096, H292 1.095
4 H 4.0354 -3.0214 -3.5344  C171 1.094
5 H -4.0229 -3.7873 -2.6771  C36 1.100
6 H -2.2244 0.2328 4.1758  C133 1.097
7 H -3.5102 0.2472 5.3140  C133 1.095
8 H 1.4645 -0.6310 -1.9040  O277 0.966
9 H -2.2194 -1.2369 -0.2118  C176 1.097
10 O 3.2365 -2.9887 2.6873  N196 1.424, H243 0.964
11 H 4.2721 2.8227 1.4263  C77 1.097
12 H -2.4639 3.7841 3.2157  C128 1.097
13 C -6.5187 5.0139 0.8229  H187 1.096, C190 1.527, H244 1.093, H282 1.088
14 C -1.0448 -0.2227 6.3238  H18 1.090, H45 1.091, C72 1.532, H103 1.097
15 H 1.0465 -0.0433 -7.5305  C268 1.092
16 H -2.2903 1.5952 0.9602  C279 1.087
17 N 3.2874 -0.3168 -4.5350  C109 1.458, O113 1.412, C126 1.441
18 H -1.7401 -1.0523 6.1958  C14 1.090
19 C -1.7599 -3.6035 -4.5285  H193 1.093, C198 1.555, H228 1.088, H299 1.085
20 C -3.2383 0.9886 -10.8805  H31 1.088, C101 1.511, H264 1.094, H294 1.099
21 C -5.1842 -5.9701 5.6906  C49 1.525, H55 1.095, C285 1.552, H300 1.091
22 C 3.5333 -1.7167 -6.6209  H99 1.087, C126 1.552, H134 1.088, H293 1.092
23 C -3.2926 2.0077 4.2149  H83 1.097, C128 1.513, C133 1.504, H161 1.093
24 C 1.6893 -0.2341 0.9569  C89 1.524, H125 1.094, H249 1.089, H278 1.091
25 N -0.6953 2.1326 5.5715  C72 1.459, O104 1.408, C137 1.482
26 H -0.2427 -6.8938 -4.3653  O37 0.963
27 H -1.4689 2.4503 -1.0985  C216 1.088
28 C -3.1760 -0.8109 -9.1507  H70 1.096, C101 1.517, C154 1.513, H179 1.092
29 C -0.6853 0.0585 1.3960  C89 1.541, H102 1.095, H188 1.098, C279 1.561
30 H -3.7966 -5.3456 -1.0211  C136 1.093
31 H -2.8152 1.9358 -11.2077  C20 1.088
32 C -1.2102 -0.9102 -7.6555  H149 1.092, C154 1.531, C251 1.514, H262 1.094
33 H -6.9281 -3.2508 3.0048  C173 1.096
34 H 7.0698 5.1770 3.4776  C141 1.091
35 H 6.7477 7.3554 0.4220  C73 1.089
36 C -4.2416 -4.8299 -2.9516  H5 1.100, C132 1.524, C136 1.550, H160 1.093
37 O -0.2758 -6.0991 -3.8230  H26 0.963, N298 1.415
38 H 4.7383 1.3367 8.4235  C124 1.092
39 O -5.1438 -2.2675 5.2602  N93 1.413, H199 0.965
40 H 4.8536 1.1983 3.6430  C261 1.097
41 C 5.4690 -0.5731 -3.4813  H1 1.096, C109 1.534, H122 1.091, C218 1.527
42 H -3.3326 -0.1002 -0.7554  C176 1.094
43 H -2.5076 -6.5028 -6.0792  C272 1.095
44 H 4.9599 6.8393 3.1667  O205 0.963
45 H -0.4511 -0.2575 7.2389  C14 1.091
46 H 6.9084 -2.0750 0.1186  C288 1.095
47 H -0.9451 -5.5673 -6.2159  C272 1.091
48 H -0.9252 4.6216 6.3391  C91 1.091
49 C -4.7232 -6.3922 4.2993  C21 1.525, C207 1.548, H211 1.094, H276 1.088
50 H -4.2007 -6.0497 -4.6881  C132 1.094
51 H 0.9401 1.7106 -7.6941  C268 1.088
52 C 4.2325 -5.4515 1.3614  H210 1.093, H220 1.086, C237 1.535, H290 1.089
53 H -3.3371 2.0541 7.2116  C172 1.090
54 H -0.7959 1.0076 -5.6575  C231 1.096
55 H -4.6661 -6.6766 6.3477  C21 1.095
56 C 2.7528 4.8257 1.9253  C79 1.531, H92 1.097, H147 1.089, H186 1.090
57 H -2.5565 4.0083 6.1292  C91 1.091
58 C 5.0770 -0.8684 1.8610  C189 1.538, H202 1.094, H236 1.090, H273 1.090
59 H -4.8623 -5.5791 2.3162  C207 1.094
60 H 6.1919 -1.8305 -5.1950  C218 1.096
61 H -3.1904 -5.0584 7.3538  C270 1.096
62 C -6.2553 4.7928 -3.8635  H84 1.088, H108 1.093, H170 1.097, C206 1.531
63 C -1.4696 -7.0594 -1.4208  H2 1.088, C64 1.531, H183 1.090, H208 1.092
64 C -1.9660 -5.8197 -2.1695  C63 1.531, C136 1.536, C266 1.556, N298 1.478
65 H 5.0838 2.9786 8.8478  C124 1.092
66 O 2.3856 0.9710 7.4306  H175 0.968, N212 1.407
67 H -7.7842 2.4220 0.6007  C156 1.099
68 C 5.7990 3.3596 0.1153  C77 1.514, C139 1.534, H184 1.096, H252 1.094
69 H -2.4118 1.0959 -6.1600  C231 1.092
70 H -4.2324 -1.0973 -9.2062  C28 1.096
71 H -0.3253 2.5173 0.8521  C94 1.087
72 C -1.6560 1.1607 6.0813  C14 1.532, N25 1.459, C133 1.545, C172 1.544
73 C 6.9368 6.3055 0.2055  H35 1.089, H88 1.087, H165 1.091, C271 1.540
74 C 4.2611 -4.0640 -0.7453  H111 1.090, C201 1.539, H234 1.095, C237 1.532
75 N 5.0997 5.5374 1.8379  C79 1.464, O205 1.422, C271 1.479
76 C 4.4196 3.6554 5.9306  H119 1.093, H250 1.098, C253 1.526, C296 1.519
77 C 4.3812 3.5484 0.6108  H11 1.097, C68 1.514, C79 1.521, H274 1.095
78 H -2.7868 0.0676 1.7147  C279 1.093
79 C 4.0077 4.9539 1.0574  C56 1.531, N75 1.464, C77 1.521, C157 1.551
80 H 6.1092 1.5642 -5.1257  C116 1.093
81 H 6.1858 -4.1065 2.4773  C90 1.092
82 H 2.1390 4.1099 7.2417  C257 1.093
83 H -3.9467 2.6024 4.8648  C23 1.097
84 H -7.0898 5.4858 -3.7734  C62 1.088
85 H -8.5407 3.7506 -0.0674  C156 1.093
86 H 2.6158 -0.4665 3.9196  C267 1.095
87 C -4.9693 2.7809 -2.9958  H143 1.089, H185 1.090, C206 1.540, H246 1.093
88 H 6.4354 5.9691 -0.6981  C73 1.087
89 C 0.4494 0.4906 0.4471  C24 1.524, C29 1.541, C94 1.554, N269 1.469
90 C 6.0945 -3.0227 2.5711  H81 1.092, C189 1.537, H223 1.091, H265 1.092
91 C -1.6841 4.3847 5.5927  H48 1.091, H57 1.091, C137 1.542, H239 1.091
92 H 2.9987 4.1938 2.7875  C56 1.097
93 N -5.1291 -3.6455 4.9464  O39 1.413, C121 1.457, C285 1.467
94 C 0.6152 2.0269 0.6148  H71 1.087, C89 1.554, H135 1.095, H286 1.090
95 H -3.9691 1.5134 -7.5649  C204 1.093
96 H 1.0639 2.6282 6.1290  O104 0.976
97 H -7.2038 1.3296 -1.3903  C180 1.094
98 H -2.7011 1.7713 -2.1700  C216 1.086
99 H 3.6458 -2.7137 -7.0403  C22 1.087
100 H 3.0171 5.1858 -0.8292  C157 1.090
101 C -3.0638 0.6790 -9.4118  C20 1.511, C28 1.517, N191 1.509, C204 1.525
102 H -0.6293 -1.0231 1.5593  C29 1.095
103 H -0.3537 -0.4737 5.5096  C14 1.097
104 O 0.2070 2.5166 6.5820  N25 1.408, H96 0.976
105 C 2.1660 -4.3469 0.5038  H142 1.093, H213 1.098, H219 1.095, C237 1.539
106 H -3.1667 -3.3986 6.8609  C270 1.092
107 H -6.0618 -3.1066 7.2637  C145 1.086
108 H -6.2343 4.4204 -4.8910  C62 1.093
109 C 4.4889 0.4074 -4.1378  N17 1.458, C41 1.534, C116 1.551, C166 1.532
110 H 1.6289 0.9284 4.3344  C267 1.093
111 H 3.7053 -3.4007 -1.4085  C74 1.090
112 H -3.9142 2.6589 -8.7873  C204 1.093
113 O 2.2662 0.5130 -5.0464  N17 1.412, H230 0.969
114 H 6.0581 2.4775 5.1679  C296 1.089
115 H -0.0158 4.4398 3.1498  C118 1.092
116 C 5.1607 1.0762 -5.3653  H80 1.093, C109 1.551, H130 1.093, H159 1.091
117 H 7.3400 6.8418 2.8903  C141 1.090
118 C 0.1309 3.6989 3.9389  H115 1.092, C137 1.522, H163 1.095, H245 1.091
119 H 3.7447 4.4260 5.5507  C76 1.093
120 H 4.5942 -3.3917 -5.1685  C171 1.089
121 C -4.9300 -3.9022 3.5258  N93 1.457, C173 1.526, C207 1.558, C215 1.549
122 H 6.4478 -0.1447 -3.2610  C41 1.091
123 H -2.6805 -0.9251 -2.6108  C284 1.087
124 C 4.9579 2.3145 7.9905  H38 1.092, H65 1.092, H178 1.093, C253 1.544
125 H 2.4901 0.0493 0.2668  C24 1.094
126 C 3.2479 -1.6428 -5.0976  C3 1.536, N17 1.441, C22 1.552, C171 1.543
127 H 8.4170 5.5329 2.3771  C141 1.091
128 C -2.1508 2.8317 3.6616  H12 1.097, C23 1.513, C137 1.536, H146 1.092
129 H 0.7811 0.5365 -9.0763  C268 1.094
130 H 5.4710 0.4361 -6.1955  C116 1.093
131 H -1.2973 2.3901 -6.6309  C231 1.089
132 C -3.8080 -5.0731 -4.3920  C36 1.524, H50 1.094, C198 1.523, H221 1.092
133 C -2.6726 0.8563 4.9586  H6 1.097, H7 1.095, C23 1.504, C72 1.545
134 H 4.4503 -1.1677 -6.8249  C22 1.088
135 H 0.9791 2.4240 -0.3386  C94 1.095
136 C -3.4898 -5.7744 -1.9789  H30 1.093, C36 1.550, C64 1.536, H197 1.091
137 C -1.1087 3.2620 4.7056  N25 1.482, C91 1.542, C118 1.522, C128 1.536
138 C 4.5567 -0.2893 5.7452  C148 1.530, H152 1.090, H153 1.091, H233 1.092
139 C 6.7856 3.9462 1.1330  C68 1.534, H144 1.090, H238 1.093, C271 1.541
140 H -7.5635 2.2421 -3.5670  C151 1.088
141 C 7.3861 5.7843 2.6287  H34 1.091, H117 1.090, H127 1.091, C271 1.544
142 H 1.7740 -5.2221 -0.0205  C105 1.093
143 H -5.0607 1.9577 -2.2887  C87 1.089
144 H 6.7149 3.3916 2.0692  C139 1.090
145 C -5.8802 -4.1770 7.2302  H107 1.086, H263 1.091, H283 1.088, C285 1.535
146 H -1.6338 2.4036 2.7997  C128 1.092
147 H 2.4251 5.7891 2.3141  C56 1.089
148 C 3.5713 0.8094 5.3410  C138 1.530, N212 1.490, C261 1.544, C267 1.523
149 H -0.9948 -1.2753 -6.6488  C32 1.092
150 H 5.3777 -1.5944 -0.4617  C288 1.096
151 C -7.4763 2.9996 -2.7903  H140 1.088, C180 1.549, C206 1.547, H297 1.092
152 H 4.0296 -1.0280 6.3495  C138 1.090
153 H 5.0001 -0.7781 4.8769  C138 1.091
154 C -2.6814 -1.3056 -7.8090  C28 1.513, C32 1.531, H260 1.096, H291 1.094
155 H 1.9374 -3.3775 -4.9654  C3 1.090
156 C -7.6805 3.1027 -0.2556  H67 1.099, H85 1.093, C180 1.504, C190 1.539
157 C 3.6004 5.8209 -0.1622  C79 1.551, H100 1.090, H224 1.088, H256 1.091
158 H 3.3824 4.4448 8.4444  C257 1.094
159 H 4.4548 1.7806 -5.8087  C116 1.091
160 H -5.3281 -4.7601 -2.8578  C36 1.093
161 H -3.9932 1.7308 3.4229  C23 1.093
162 H -1.9867 -3.7509 -1.7679  C266 1.090
163 H 0.8472 4.1781 4.6147  C118 1.095
164 H 3.8115 1.2966 -2.2070  C166 1.093
165 H 8.0084 6.1626 0.0566  C73 1.091
166 C 4.1999 1.5752 -3.1900  C109 1.532, H164 1.093, H168 1.091, H194 1.090
167 H -5.3406 1.8949 -0.0764  C195 1.088
168 H 3.4663 2.2262 -3.6681  C166 1.091
169 O -1.4499 2.5141 -9.0911  H182 0.965, N191 1.411
170 H -5.3235 5.3724 -3.8705  C62 1.097
171 C 4.3143 -2.5818 -4.4963  H4 1.094, H120 1.089, C126 1.543, C218 1.532
172 C -2.3675 1.5869 7.3836  H53 1.090, C72 1.544, H229 1.096, H287 1.093
173 C -5.8948 -3.0666 2.6892  H33 1.096, C121 1.526, H177 1.088, H226 1.093
174 H -5.1944 2.8735 1.4050  C195 1.091
175 H 1.4434 1.0216 7.2128  O66 0.968
176 C -2.3168 -0.1529 -0.3527  H9 1.097, H42 1.094, C200 1.545, C279 1.508
177 H -5.7653 -3.2709 1.6279  C173 1.088
178 H 5.9503 2.2501 7.5364  C124 1.093
179 H -2.6568 -1.2963 -9.9801  C28 1.092
180 C -7.8032 2.2398 -1.4807  H97 1.094, C151 1.549, C156 1.504, H217 1.093
181 H -1.2051 -0.3797 -3.4930  C284 1.094
182 H -0.6929 2.5290 -9.6887  O169 0.965
183 H -1.9651 -7.9501 -1.8076  C63 1.090
184 H 5.9361 3.7819 -0.8867  C68 1.096
185 H -4.0385 3.3482 -2.9675  C87 1.090
186 H 1.9343 4.2893 1.4458  C56 1.090
187 H -6.8440 4.6250 1.7952  C13 1.096
188 H -0.6036 0.3820 2.4419  C29 1.098
189 C 5.2453 -2.3497 1.4816  C58 1.538, C90 1.537, N196 1.478, C288 1.527
190 C -6.3397 3.8505 -0.1498  C13 1.527, C156 1.539, C195 1.558, N240 1.489
191 N -1.6855 1.1260 -8.9922  C101 1.509, O169 1.411, C251 1.475
192 H 2.3772 3.1461 8.7250  C257 1.091
193 H -2.2301 -3.0947 -5.3738  C19 1.093
194 H 5.0918 2.1778 -3.0166  C166 1.090
195 C -5.1962 2.9003 0.3146  H167 1.088, H174 1.091, C190 1.558, H242 1.090
196 N 3.8833 -2.9209 1.4202  O10 1.424, C189 1.478, C237 1.491
197 H -3.8958 -6.7836 -2.0608  C136 1.091
198 C -2.2970 -5.0617 -4.5834  C19 1.555, C132 1.523, C272 1.525, N298 1.458
199 H -6.0764 -2.0717 5.4154  O39 0.965
200 C -1.2861 0.2853 -1.4169  C176 1.545, C216 1.544, N269 1.444, C284 1.541
201 C 5.7505 -3.6781 -0.7365  C74 1.539, H241 1.089, H281 1.094, C288 1.519
202 H 6.1094 -0.5897 2.0915  C58 1.094
203 O -4.9849 5.3489 -1.4243  N240 1.410, H258 0.963
204 C -4.0329 1.5802 -8.6537  H95 1.093, C101 1.525, H112 1.093, H232 1.096
205 O 4.7802 6.8691 2.2208  H44 0.963, N75 1.422
206 C -6.1300 3.7595 -2.7403  C62 1.531, C87 1.540, C151 1.547, N240 1.447
207 C -5.3279 -5.3893 3.2873  C49 1.548, H59 1.094, C121 1.558, H214 1.089
208 H -1.7789 -6.9383 -0.3807  C63 1.092
209 H -1.0026 1.8397 -2.7424  C216 1.094
210 H 3.8782 -6.2969 0.7660  C52 1.093
211 H -3.6400 -6.2846 4.1857  C49 1.094
212 N 3.0801 1.6890 6.4392  O66 1.407, C148 1.490, C253 1.471
213 H 1.5945 -4.4259 1.4377  C105 1.098
214 H -6.4153 -5.4431 3.2888  C207 1.089
215 C -3.4979 -3.5879 3.0258  C121 1.549, H235 1.091, H247 1.088, H280 1.093
216 C -1.6575 1.7119 -1.8756  H27 1.088, H98 1.086, C200 1.544, H209 1.094
217 H -8.8353 1.9081 -1.6222  C180 1.093
218 C 5.6544 -1.8851 -4.2411  C41 1.527, H60 1.096, C171 1.532, H222 1.094
219 H 1.7094 -3.4561 0.0598  C105 1.095
220 H 5.3177 -5.4757 1.3949  C52 1.086
221 H -4.2294 -4.2929 -5.0294  C132 1.092
222 H 6.2893 -2.6118 -3.7252  C218 1.094
223 H 5.6540 -2.9418 3.5660  C90 1.091
224 H 3.1159 6.7466 0.1406  C157 1.088
225 H -2.6877 -4.6866 5.7249  C270 1.087
226 H -5.8231 -1.9930 2.8793  C173 1.093
227 H 1.7451 -0.3730 5.4847  C267 1.087
228 H -0.6786 -3.5314 -4.6285  C19 1.088
229 H -2.5597 0.7678 8.0856  C172 1.096
230 H 1.6190 0.4935 -4.3259  O113 0.969
231 C -1.4025 1.3123 -6.5176  H54 1.096, H69 1.092, H131 1.089, C251 1.539
232 H -5.0817 1.4377 -8.9383  C204 1.096
233 H 5.3872 0.1052 6.3343  C138 1.092
234 H 4.1739 -5.0628 -1.1851  C74 1.095
235 H -3.3869 -2.5032 3.0064  C215 1.091
236 H 4.4317 -0.6404 2.7094  C58 1.090
237 C 3.6888 -4.1941 0.6698  C52 1.535, C74 1.532, C105 1.539, N196 1.491
238 H 7.7527 3.8062 0.6439  C139 1.093
239 H -2.0247 5.2869 5.0834  C91 1.091
240 N -6.0855 4.4692 -1.4797  C190 1.489, O203 1.410, C206 1.447
241 H 6.1322 -3.5779 -1.7510  C201 1.089
242 H -4.2506 3.3332 -0.0133  C195 1.090
243 H 2.4164 -2.5372 2.4575  O10 0.964
244 H -7.3837 5.6326 0.5716  C13 1.093
245 H 0.5980 2.8366 3.4598  C118 1.091
246 H -4.9978 2.3435 -3.9967  C87 1.093
247 H -3.2068 -4.1117 2.1174  C215 1.088
248 H -1.1117 -1.6518 -2.2795  C284 1.091
249 H 1.6076 -1.3189 1.0112  C24 1.089
250 H 5.2513 4.2361 6.3510  C76 1.098
251 C -0.9943 0.5802 -7.8088  C32 1.514, N191 1.475, C231 1.539, C268 1.545
252 H 5.9894 2.2962 -0.0564  C68 1.094
253 C 3.8337 2.7956 7.0475  C76 1.526, C124 1.544, N212 1.471, C257 1.531
254 H 5.1882 3.5378 3.9639  C296 1.092
255 H 1.5832 -2.2011 -3.7140  C3 1.096
256 H 4.4620 6.1371 -0.7518  C157 1.091
257 C 2.8808 3.6432 7.8947  H82 1.093, H158 1.094, H192 1.091, C253 1.531
258 H -5.3765 6.2291 -1.4183  O203 0.963
259 H -1.1692 -4.6288 -0.4802  C266 1.089
260 H -3.2646 -0.9232 -6.9638  C154 1.096
261 C 4.1727 1.7659 4.2890  H40 1.097, C148 1.544, H289 1.092, C296 1.539
262 H -0.7501 -1.4901 -8.4609  C32 1.094
263 H -5.4626 -4.5498 8.1673  C145 1.091
264 H -4.2814 0.8322 -11.1718  C20 1.094
265 H 7.1299 -2.6771 2.5427  C90 1.092
266 C -1.2862 -4.5597 -1.5610  C64 1.556, H162 1.090, H259 1.089, H275 1.088
267 C 2.3159 0.1845 4.7469  H86 1.095, H110 1.093, C148 1.523, H227 1.087
268 C 0.5213 0.7680 -8.0393  H15 1.092, H51 1.088, H129 1.094, C251 1.545
269 N 0.0417 0.0594 -0.8964  C89 1.469, C200 1.444, O277 1.418
270 C -3.3957 -4.4036 6.4997  H61 1.096, H106 1.092, H225 1.087, C285 1.543
271 C 6.5109 5.4380 1.4051  C73 1.540, N75 1.479, C139 1.541, C141 1.544
272 C -2.0149 -5.5276 -6.0074  H43 1.095, H47 1.091, C198 1.525, H295 1.090
273 H 4.6436 -0.2641 1.0636  C58 1.090
274 H 3.7770 3.1389 -0.2057  C77 1.095
275 H -0.3502 -4.3535 -2.0760  C266 1.088
276 H -4.9944 -7.3980 3.9856  C49 1.088
277 O 1.0668 0.2477 -1.8579  H8 0.966, N269 1.418
278 H 1.9889 0.1183 1.9446  C24 1.091
279 C -2.1166 0.5219 0.9805  H16 1.087, C29 1.561, H78 1.093, C176 1.508
280 H -2.7997 -3.9090 3.8034  C215 1.093
281 H 6.3638 -4.4449 -0.2546  C201 1.094
282 H -5.6384 5.6268 1.0028  C13 1.088
283 H -6.8086 -4.7273 7.0945  C145 1.088
284 C -1.6158 -0.7189 -2.5377  H123 1.087, H181 1.094, C200 1.541, H248 1.091
285 C -4.8845 -4.5060 6.1091  C21 1.552, N93 1.467, C145 1.535, C270 1.543
286 H 1.4094 2.2480 1.3283  C94 1.090
287 H -1.7164 2.1769 8.0334  C172 1.093
288 C 5.8658 -2.4069 0.0876  H46 1.095, H150 1.096, C189 1.527, C201 1.519
289 H 3.4410 2.2173 3.6159  C261 1.092
290 H 3.8218 -5.5939 2.3602  C52 1.089
291 H -2.9407 -2.3677 -7.8574  C154 1.094
292 H 1.0690 -1.8140 -5.2592  C3 1.095
293 H 2.7017 -1.2099 -7.1154  C22 1.092
294 H -2.7834 0.2569 -11.5636  C20 1.099
295 H -2.4140 -4.8871 -6.7934  C272 1.090
296 C 5.1024 2.8696 4.8239  C76 1.519, H114 1.089, H254 1.092, C261 1.539
297 H -8.2484 3.7700 -2.8347  C151 1.092
298 N -1.6668 -5.9470 -3.6111  O37 1.415, C64 1.478, C198 1.458
299 H -2.1080 -3.1245 -3.6196  C19 1.085
300 H -6.2521 -6.1836 5.7538  C21 1.091